This record from OMol25 describes C22H34As2O8S4Sc as an isolated structure. The level of theory is ωB97M-V with the def2-TZVPD basis set.

As for the total charge: +3. The spin multiplicity is 1.

Geometry as XYZ:
```
71
Properties=species:S:1:pos:R:3:lowdin_charge:R:1
Sc -0.956 0.230 2.006 0.705
C -2.285 1.268 5.167 -0.470
C -3.455 0.459 4.608 -0.459
S -3.108 -0.760 3.295 0.896
C -2.569 -2.289 4.093 -0.460
C -1.240 -2.286 4.849 -0.421
S -0.115 -0.969 4.326 0.889
C 1.346 -1.707 3.551 -0.441
C 2.310 -0.540 3.312 -0.447
S 1.512 1.006 2.739 0.895
C 1.258 1.933 4.303 -0.461
C 0.041 2.846 4.285 -0.443
S -1.553 2.153 3.765 0.924
H -1.548 0.657 5.690 0.057
H -2.678 2.001 5.873 0.110
H -4.184 1.127 4.143 0.095
H -3.981 -0.068 5.406 0.111
H -2.557 -3.005 3.268 0.087
H -3.383 -2.597 4.752 0.105
H -0.741 -3.249 4.748 0.103
H -1.405 -2.130 5.915 0.096
H 1.087 -2.209 2.614 0.066
H 1.811 -2.438 4.213 0.113
H 3.043 -0.804 2.551 0.096
H 2.859 -0.276 4.215 0.103
H 2.147 2.551 4.435 0.105
H 1.218 1.219 5.124 0.068
H 0.191 3.690 3.609 0.098
H -0.093 3.274 5.281 0.112
C -0.690 3.681 -1.168 0.070
O -0.442 2.235 -1.220 0.014
C -0.789 1.481 -0.244 -0.519
O -1.287 1.921 0.847 -0.109
C -0.525 0.054 -0.174 -0.129
C -0.480 -0.856 -1.143 -0.323
As -1.131 -0.850 -3.018 1.373
C -2.430 0.610 -2.865 -0.253
C 0.264 0.155 -4.006 -0.281
C 1.524 0.372 -3.643 -0.274
As 2.706 -0.192 -2.170 1.353
C 3.532 -1.767 -2.927 -0.267
C 2.675 1.157 -4.196 -0.427
O 3.640 0.973 -3.362 -0.119
O 2.912 1.929 -5.168 0.096
C 2.002 2.311 -6.260 0.085
C -0.371 0.771 -5.227 -0.597
O -0.844 1.871 -5.131 0.133
O -0.465 0.057 -6.334 0.006
C 0.113 -1.265 -6.423 -0.006
C 0.016 -2.205 -0.726 -0.570
O 0.839 -2.785 -1.383 0.092
O -0.499 -2.642 0.434 -0.075
C -0.129 -4.000 0.802 0.011
H 0.255 4.153 -0.914 0.113
H -1.464 3.896 -0.439 0.104
H -1.000 3.936 -2.177 0.111
H -2.880 0.562 -1.874 0.041
H -3.208 0.413 -3.602 0.051
H -1.995 1.584 -3.053 0.018
H 3.220 -1.940 -3.955 0.047
H 3.287 -2.635 -2.321 0.025
H 4.607 -1.588 -2.881 0.050
H 1.713 1.411 -6.795 0.106
H 2.621 2.952 -6.880 0.122
H 1.160 2.847 -5.832 0.101
H -0.084 -1.585 -7.442 0.115
H -0.375 -1.942 -5.720 0.080
H 1.188 -1.222 -6.248 0.094
H -0.146 -4.030 1.889 0.083
H 0.860 -4.237 0.419 0.104
H -0.874 -4.679 0.393 0.116
```

=====

This record from OMol25 describes a 3-piece molecular cluster, C22H34BrF10INO5S2 overall. The level of theory is ωB97M-V with the def2-TZVPD basis set.

As for the total charge: +1. The spin multiplicity is 1.

Geometry as XYZ:
```
76
Properties=species:S:1:pos:R:3:lowdin_charge:R:1
O -2.757 -7.349 2.294 -0.044
C -3.483 -6.393 2.684 -0.764
I -2.703 -5.051 4.228 0.810
C -4.948 -6.255 2.039 -0.150
C -5.091 -5.088 0.965 -0.067
C -6.359 -4.191 0.960 -0.458
Br -7.851 -4.465 2.265 0.737
C -6.499 -3.040 -0.091 0.026
N -5.495 -2.769 -1.117 -0.018
C -5.675 -1.685 -2.138 -0.155
C -7.182 -1.189 -2.355 -0.219
C -7.650 -0.016 -1.366 -0.543
S -6.481 1.442 -1.319 0.672
C -4.274 -3.577 -1.151 0.006
C -3.075 -3.336 -2.202 -0.094
C -1.679 -3.110 -1.443 -0.056
C -0.616 -2.207 -2.250 -0.281
F 0.577 -3.030 -2.325 0.042
F -0.971 -2.003 -3.628 0.055
C -0.150 -0.879 -1.491 -0.294
F 0.071 -1.103 -0.090 0.065
F 1.155 -0.560 -2.007 0.037
S -1.201 0.639 -1.728 1.007
F -2.591 -0.213 -2.087 -0.188
F -0.765 0.853 -3.316 -0.137
F 0.102 1.589 -1.198 -0.165
F -1.645 0.535 -0.088 -0.195
F -2.099 2.043 -1.840 -0.153
C -4.030 -4.764 -0.148 -0.012
F -2.887 -5.591 -0.178 0.046
H -5.684 -6.165 2.926 0.096
H -5.249 -7.239 1.505 0.160
H -7.462 -2.418 0.012 0.121
H -5.345 -2.146 -3.148 0.146
H -4.936 -0.848 -1.899 0.102
H -7.247 -0.801 -3.440 0.135
H -7.871 -2.111 -2.291 0.128
H -8.653 0.393 -1.758 0.088
H -7.834 -0.334 -0.286 0.067
H -6.186 1.605 0.044 -0.105
H -3.304 -2.555 -2.997 0.106
H -2.975 -4.342 -2.770 0.154
H -1.929 -2.544 -0.462 0.141
H -1.163 -4.079 -1.098 0.147
C 5.335 1.782 0.726 -0.102
O 5.678 1.644 -0.646 -0.191
C 6.566 0.552 -0.876 -0.196
C 5.826 -0.650 -1.456 -0.193
O 4.929 -1.215 -0.501 -0.184
C 3.579 -0.849 -0.746 -0.125
H 4.511 2.493 0.803 0.081
H 5.014 0.831 1.160 0.087
H 6.190 2.174 1.285 0.085
H 7.098 0.279 0.041 0.127
H 7.307 0.892 -1.607 0.125
H 6.557 -1.426 -1.703 0.124
H 5.298 -0.379 -2.377 0.126
H 3.204 -1.387 -1.622 0.077
H 3.471 0.228 -0.897 0.086
H 2.985 -1.139 0.123 0.088
C 5.645 7.825 3.998 -0.111
O 5.991 7.687 2.627 -0.192
C 6.879 6.594 2.399 -0.197
C 6.140 5.392 1.819 -0.201
O 5.241 4.828 2.774 -0.201
C 3.891 5.195 2.525 -0.113
H 4.822 8.538 4.072 0.089
H 5.324 6.875 4.432 0.083
H 6.499 8.217 4.559 0.088
H 7.409 6.321 3.317 0.126
H 7.621 6.934 1.670 0.125
H 6.871 4.616 1.573 0.116
H 5.613 5.662 0.896 0.129
H 3.516 4.655 1.649 0.077
H 3.784 6.271 2.371 0.085
H 3.295 4.907 3.393 0.089
```

=====

This record from OMol25 describes a 7-piece molecular cluster, C22H34Cl4O10 overall. The level of theory is ωB97M-V with the def2-TZVPD basis set.

The SMILES is O=C1CCCO1.O=C1CCCO1.O=C1CCCO1.O=C1CCCO1.O=C1CCCO1.ClCCl.ClCCl. As for the total charge: 0. The spin multiplicity is 1.

Geometry as XYZ:
```
70
Properties=species:S:1:pos:R:3:lowdin_charge:R:1
C 1.354 3.096 4.533 -1.019
Cl 0.335 4.559 4.323 0.488
Cl 0.417 1.645 4.539 0.562
H 2.142 3.078 3.782 0.020
H 1.734 3.167 5.564 0.026
C -0.398 0.298 1.220 -0.993
Cl -1.944 0.832 1.941 0.529
Cl -0.753 -0.946 0.043 0.591
H -0.009 1.070 0.597 -0.026
H 0.265 0.096 2.049 -0.013
O 2.302 2.903 0.528 0.096
C 2.760 1.817 0.832 -0.436
O 2.539 1.303 2.083 -0.038
C 3.079 -0.053 2.159 -0.149
C 4.022 -0.267 1.025 -0.134
C 3.595 0.810 0.016 -0.052
H 2.262 -0.738 2.151 0.099
H 3.585 -0.216 3.097 0.126
H 4.029 -1.316 0.638 0.138
H 5.031 -0.044 1.310 0.107
H 2.976 0.419 -0.847 0.112
H 4.318 1.338 -0.591 0.126
O 4.479 -2.717 -3.353 0.154
C 3.332 -2.922 -3.378 -0.502
O 2.778 -3.587 -4.454 0.008
C 1.349 -3.598 -4.315 -0.136
C 0.998 -2.575 -3.144 -0.123
C 2.311 -2.603 -2.330 -0.075
H 1.042 -4.583 -3.967 0.114
H 0.935 -3.365 -5.288 0.116
H 0.108 -2.882 -2.633 0.091
H 0.866 -1.576 -3.578 0.094
H 2.286 -3.340 -1.539 0.131
H 2.478 -1.632 -1.908 0.084
O 1.838 0.556 -3.106 0.137
C 1.100 1.405 -2.745 -0.410
O 0.534 1.605 -1.492 -0.054
C -0.383 2.726 -1.415 -0.157
C -0.824 2.965 -2.824 -0.157
C 0.326 2.433 -3.623 -0.075
H 0.079 3.593 -0.962 0.129
H -1.228 2.430 -0.826 0.091
H -1.133 3.943 -3.108 0.114
H -1.696 2.247 -2.963 0.133
H 1.070 3.178 -4.006 0.144
H -0.052 1.994 -4.515 0.109
O 1.338 -3.728 2.828 0.112
C 0.489 -3.263 3.534 -0.486
O -0.427 -2.448 2.945 -0.047
C -1.432 -2.020 3.947 -0.182
C -1.497 -3.151 4.874 -0.145
C 0.003 -3.508 4.974 -0.067
H -2.292 -1.689 3.360 0.106
H -1.065 -1.054 4.258 0.089
H -2.032 -4.021 4.400 0.147
H -1.969 -2.834 5.794 0.118
H 0.378 -4.459 5.313 0.110
H 0.664 -2.834 5.645 0.156
O -5.247 1.204 -4.331 0.116
C -5.070 1.268 -3.150 -0.517
O -5.177 0.174 -2.371 0.019
C -5.139 0.625 -0.957 -0.131
C -4.335 1.930 -0.997 -0.140
C -4.857 2.545 -2.346 -0.054
H -4.601 -0.162 -0.381 0.121
H -6.163 0.502 -0.607 0.122
H -3.278 1.622 -1.044 0.083
H -4.447 2.564 -0.075 0.128
H -4.232 3.178 -2.893 0.089
H -5.845 3.013 -2.240 0.135
```

=====

What HOMO level values result from the calculations? In sequence: -16.564, -10.232, -9.967 eV.
What frontier orbital gap values result from the calculations? In sequence: 7.50, 5.09, 10.33 eV.
What electronic energy values result from the calculations? In sequence: -225438.91981, -162063.13216, -93929.83743 eV.